--- one ---
# C7H13N2

A cluster of 3 separate species, C7H13N2 in total (wB97M-V/def2-TZVPD, OMol25).

```
! wB97M-V def2-TZVPD RIJCOSX def2/J DEFGRID3
* xyz 1 1
C -1.5648 0.9968 -3.5278
C -1.5478 2.3466 -3.4765
C -0.8511 0.3751 -2.4187
C -0.6222 1.3630 -1.6332
C -0.8695 2.7675 -2.0920
C -0.7405 -1.1044 -2.4261
C 1.2113 0.4579 1.1386
N 0.6323 -0.2761 1.9865
N 1.6345 -1.7079 4.3121
H -1.6715 0.2171 -4.2758
H -1.6403 3.1520 -4.2214
H 0.1186 3.1446 -2.4469
H -1.4671 3.3524 -1.4045
H -1.5992 -1.4054 -2.9087
H -0.7630 -1.5491 -1.3500
H 0.2093 -1.3847 -3.0456
H 2.2180 0.6990 1.3816
H -0.3690 -0.6358 1.8256
H 0.9828 -0.5960 2.8525
H 2.5367 -1.4691 4.6248
H 1.1449 -1.7852 5.2806
H 1.6336 -2.6421 3.9843
*
```

Computed properties:
LUMO (alpha / beta) = -6.389 / -4.739 eV
Orbital gap (alpha / beta) = 5.54 / 7.82 eV

***

--- two ---
# C7H13N2

A structure of composition C7H13N2 (wB97M-V/def2-TZVPD, OMol25).

```
! wB97M-V def2-TZVPD RIJCOSX def2/J DEFGRID3
* xyz 1 1
C -0.2038 -0.3277 -2.4400
C 0.5609 -1.0075 -1.5514
C -1.5385 -0.6229 -0.3595
C -2.3600 -0.1171 0.7304
C 1.1464 1.7482 0.3712
C 1.7332 -0.4842 1.1207
C 0.5828 0.4419 0.6233
N -0.8488 0.4766 -1.4110
N -0.1166 -0.2818 -0.4597
H -0.4761 -0.4871 -3.5381
H 1.3429 -1.8736 -1.5684
H -1.7700 -1.6367 -0.7822
H -2.4698 0.9386 0.9648
H -1.8562 -0.6255 1.5890
H -3.4080 -0.5287 0.7000
H 2.0374 1.5810 -0.2613
H 0.4162 2.2953 -0.2219
H 1.4666 2.0883 1.3761
H 2.6305 -0.2247 0.5578
H 1.4904 -1.4725 0.9347
H 1.8035 -0.3101 2.1662
H -0.1631 0.4302 1.4593
*
```

Computed properties:
LUMO = -3.741 eV
Orbital gap = 10.87 eV

***

Of them, one has the lowest stability.